(1)
ORCA calculation (wB97M-V/def2-TZVPD) on a cluster of 10 separate species, C62H96FN14OS2 in total at a distorted geometry.

Each line ends with the Mulliken charge.
Atoms and positions in Å:
C (-1.671, 5.954, 2.844)  -0.962
C (-2.638, 4.841, 3.509)  0.293
C (-4.093, 5.405, 3.842)  -1.014
C (-4.849, 5.897, 2.512)  -0.413
C (-5.400, 4.655, 1.648)  -0.774
C (-4.348, 4.135, 0.543)  0.941
C (-4.915, 4.181, -0.951)  -0.179
C (-5.265, 2.741, -1.562)  -1.049
N (-4.080, 1.933, -1.967)  0.545
C (-4.617, 0.623, -2.518)  -1.037
C (-5.060, -0.394, -1.369)  0.215
C (-6.642, -0.678, -1.539)  -0.568
C (-7.084, -2.126, -1.027)  -0.831
C (-7.806, -1.940, 0.407)  -0.883
C (-6.634, -1.465, 1.429)  0.115
C (-6.767, -2.107, 2.876)  -0.580
C (-5.586, -1.515, 3.793)  -0.734
C (-3.367, 2.522, -3.112)  0.007
S (-4.057, 3.589, -4.217)  -0.110
S (-1.597, 2.074, -3.468)  -0.252
C (-0.713, 1.871, -1.838)  0.377
C (0.707, 1.182, -1.989)  0.082
C (0.919, -0.169, -1.165)  -1.155
N (-0.309, -0.844, -0.699)  0.579
C (-0.933, -0.728, 0.459)  0.468
N (-2.099, -1.369, 0.981)  -0.461
C (-2.419, -0.955, 2.304)  0.235
N (-1.407, 0.012, 2.559)  -0.419
N (-0.542, 0.138, 1.518)  0.793
C (0.533, 1.131, 1.744)  -1.239
O (0.436, 2.329, 0.989)  0.164
C (-0.785, 3.059, 1.270)  -0.306
C (-0.934, -1.809, -1.677)  0.767
C (-0.414, -3.283, -1.353)  -1.164
F (-0.735, -1.403, -3.016)  -0.258
H (-1.897, 5.908, 1.722)  0.242
H (-1.870, 6.996, 3.230)  0.348
H (-0.573, 5.647, 2.932)  0.234
H (-2.797, 3.955, 2.797)  -0.348
H (-2.118, 4.386, 4.424)  0.472
H (-4.709, 4.579, 4.332)  0.346
H (-4.021, 6.255, 4.592)  0.363
H (-4.175, 6.575, 1.907)  0.251
H (-5.726, 6.529, 2.877)  0.261
H (-5.649, 3.799, 2.355)  0.276
H (-6.374, 4.996, 1.178)  0.402
H (-3.466, 4.867, 0.575)  -0.382
H (-3.930, 3.105, 0.791)  -0.247
H (-5.899, 4.762, -0.933)  -0.300
H (-4.234, 4.773, -1.654)  0.380
H (-6.067, 2.795, -2.379)  0.445
H (-5.764, 2.165, -0.702)  0.086
H (-3.745, 0.160, -3.099)  0.290
H (-5.456, 0.864, -3.260)  0.567
H (-4.516, -1.379, -1.565)  0.141
H (-4.828, -0.009, -0.323)  -0.056
H (-6.892, -0.636, -2.652)  0.521
H (-7.235, 0.152, -1.031)  0.170
H (-6.189, -2.828, -0.924)  0.332
H (-7.862, -2.579, -1.724)  0.338
H (-8.221, -2.946, 0.741)  0.357
H (-8.601, -1.131, 0.373)  0.342
H (-5.650, -1.824, 0.966)  -0.037
H (-6.609, -0.333, 1.411)  0.178
H (-7.765, -1.822, 3.332)  0.336
H (-6.674, -3.236, 2.852)  0.353
H (-5.863, -1.416, 4.885)  0.346
H (-5.245, -0.529, 3.324)  0.163
H (-4.687, -2.219, 3.701)  0.078
H (-0.532, 2.937, -1.458)  0.385
H (-1.423, 1.396, -1.098)  -0.770
H (1.509, 1.969, -1.780)  0.162
H (0.839, 0.928, -3.099)  -0.134
H (1.706, -0.001, -0.352)  0.559
H (1.428, -0.901, -1.887)  0.205
H (-3.263, -1.326, 2.951)  0.044
H (-1.401, 0.489, 3.462)  0.292
H (1.564, 0.651, 1.633)  0.314
H (0.478, 1.434, 2.851)  0.368
H (-1.638, 2.528, 0.745)  0.004
H (-0.933, 3.072, 2.398)  0.394
H (-0.648, 4.126, 0.886)  0.081
H (-2.062, -1.819, -1.513)  -0.380
H (-1.298, -3.873, -0.930)  0.317
H (0.320, -3.199, -0.476)  0.167
H (0.075, -3.807, -2.231)  0.440
N (3.895, 1.497, -0.576)  0.400
C (4.875, 2.446, -0.464)  -0.854
C (6.040, 1.911, -0.955)  -1.133
C (5.752, 0.590, -1.385)  -0.652
C (4.421, 0.363, -1.143)  -0.525
H (2.939, 1.614, -0.289)  0.041
H (4.659, 3.415, -0.044)  0.864
H (6.995, 2.414, -1.001)  0.791
H (6.442, -0.114, -1.825)  0.555
H (3.804, -0.504, -1.322)  0.408
N (8.980, 1.503, 1.057)  0.054
C (10.108, 1.329, 0.300)  -0.225
C (11.196, 1.576, 1.099)  -0.605
C (10.707, 1.907, 2.388)  -0.389
C (9.337, 1.851, 2.332)  -0.544
H (8.035, 1.392, 0.727)  0.252
H (10.038, 1.045, -0.739)  0.359
H (12.229, 1.524, 0.792)  0.382
H (11.293, 2.158, 3.259)  0.383
H (8.587, 2.030, 3.087)  0.350
N (3.131, -1.726, -6.585)  0.054
C (3.753, -0.563, -6.212)  -1.086
C (2.888, 0.142, -5.413)  -0.319
C (1.702, -0.626, -5.295)  0.156
C (1.883, -1.775, -6.026)  -0.991
H (3.531, -2.436, -7.177)  0.216
H (4.754, -0.338, -6.547)  0.554
H (3.086, 1.103, -4.963)  0.505
H (0.816, -0.367, -4.736)  0.576
H (1.232, -2.618, -6.197)  0.407
N (0.837, -6.084, 0.910)  0.145
C (1.428, -6.362, -0.293)  -0.662
C (1.383, -7.721, -0.483)  -0.625
C (0.735, -8.284, 0.646)  -0.309
C (0.407, -7.250, 1.487)  -0.835
H (0.733, -5.167, 1.309)  0.191
H (1.830, -5.571, -0.908)  0.514
H (1.772, -8.251, -1.339)  0.635
H (0.532, -9.329, 0.823)  0.451
H (-0.091, -7.243, 2.444)  0.549
N (2.898, -7.678, 5.121)  0.005
C (2.196, -6.613, 4.628)  -0.435
C (1.793, -5.843, 5.691)  -0.414
C (2.276, -6.465, 6.870)  -0.417
C (2.956, -7.594, 6.486)  -0.516
H (3.309, -8.411, 4.566)  0.212
H (2.043, -6.495, 3.567)  0.421
H (1.216, -4.932, 5.629)  0.378
H (2.141, -6.124, 7.885)  0.387
H (3.474, -8.342, 7.065)  0.372
N (-8.447, 8.388, -0.519)  0.001
C (-7.871, 9.514, 0.006)  -0.424
C (-6.519, 9.293, 0.100)  -0.873
C (-6.270, 7.988, -0.392)  0.115
C (-7.478, 7.455, -0.769)  -0.680
H (-9.430, 8.267, -0.694)  0.196
H (-8.470, 10.371, 0.268)  0.394
H (-5.790, 9.993, 0.479)  0.381
H (-5.312, 7.493, -0.463)  0.497
H (-7.731, 6.494, -1.192)  0.407
N (5.686, -2.564, -4.901)  0.148
C (6.908, -2.079, -4.520)  -0.432
C (7.737, -3.151, -4.293)  -0.629
C (6.989, -4.326, -4.552)  -0.647
C (5.728, -3.932, -4.928)  -0.374
H (4.879, -2.000, -5.127)  0.336
H (7.082, -1.017, -4.442)  0.459
H (8.768, -3.095, -3.978)  0.402
H (7.335, -5.345, -4.473)  0.401
H (4.859, -4.507, -5.210)  0.404
N (3.972, -9.845, 0.254)  0.091
C (5.201, -9.362, 0.613)  -0.364
C (6.037, -10.434, 0.809)  -0.585
C (5.284, -11.607, 0.553)  -0.519
C (4.015, -11.213, 0.211)  -0.419
H (3.161, -9.281, 0.053)  0.254
H (5.375, -8.300, 0.699)  0.381
H (7.074, -10.380, 1.102)  0.392
H (5.633, -12.627, 0.613)  0.384
H (3.141, -11.785, -0.058)  0.350
N (2.682, 5.880, 0.102)  0.136
C (2.437, 7.103, 0.669)  -0.316
C (3.428, 7.963, 0.264)  -0.590
C (4.300, 7.234, -0.583)  -0.706
C (3.814, 5.953, -0.666)  -0.423
H (2.118, 5.057, 0.230)  0.227
H (1.582, 7.255, 1.310)  0.348
H (3.515, 9.001, 0.545)  0.388
H (5.185, 7.606, -1.076)  0.407
H (4.174, 5.090, -1.204)  0.566

Force components x, y, z for each atom (eV/Å):
C -0.441 -1.368 -0.840
C 0.075 -0.045 0.137
C 0.341 -0.051 -0.338
C -0.385 -0.536 0.989
C 0.404 0.247 0.236
C 0.172 0.925 -0.286
C -0.509 -0.126 -0.341
C -0.861 0.653 1.334
N -0.037 0.357 -2.079
C 1.090 -0.688 0.251
C -1.049 -0.058 -1.005
C 0.561 -0.579 -0.485
C -1.370 0.859 0.855
C 1.793 -0.343 0.022
C -0.518 -1.149 -0.637
C 0.503 1.176 0.216
C 0.223 -0.491 -0.828
C -0.347 1.202 -0.368
S 1.068 -1.649 1.488
S -1.076 -0.134 0.869
C -0.113 1.230 0.990
C -0.522 0.236 -1.232
C 1.858 0.344 -0.717
N -0.677 -0.429 -1.209
C -2.135 1.261 4.999
N 0.026 0.136 0.932
C 5.158 1.707 -5.126
N -4.226 -2.861 1.199
N 0.364 -0.010 -0.696
C 1.380 1.152 1.065
O -0.048 -1.248 0.323
C -0.088 0.099 0.164
C -1.253 -1.476 0.035
C 0.020 0.315 0.635
F 0.263 -0.316 2.105
H 0.333 0.537 1.468
H 0.352 -1.263 -0.345
H -1.472 0.644 0.174
H 0.301 1.327 0.805
H -0.874 0.795 -1.000
H 0.739 1.060 -0.620
H -0.004 -0.961 -0.937
H -0.814 -0.803 0.563
H 1.058 -0.817 -0.680
H 0.208 1.078 -0.761
H 1.196 -0.537 0.290
H -1.072 -1.107 -0.002
H -0.635 1.155 -0.319
H 1.290 -0.757 -0.054
H -0.843 -0.978 1.022
H 1.313 0.095 0.861
H 0.748 0.611 -1.159
H -1.291 0.567 0.662
H 1.047 -0.409 1.026
H -0.650 1.280 0.509
H -0.114 -0.448 -1.440
H 0.440 0.101 1.438
H 0.667 -1.111 -0.605
H -1.248 0.891 -0.184
H 1.195 0.529 0.660
H 0.310 1.381 -0.310
H 0.786 -1.243 -0.093
H -1.136 0.496 0.744
H 0.012 -1.216 0.469
H 1.107 -0.431 -0.550
H -0.288 1.348 -0.155
H 0.414 0.012 -1.325
H -0.641 -0.995 0.998
H -1.199 0.713 0.382
H -0.347 -1.534 -0.506
H 0.859 0.287 -0.910
H -1.074 -1.333 -0.035
H -0.122 0.274 1.604
H -1.569 -0.497 -0.811
H -0.822 0.888 1.110
H 1.165 0.693 -0.784
H 0.882 0.256 -0.781
H -1.551 0.773 -0.273
H -0.127 -0.694 -1.357
H 0.741 0.900 0.729
H 0.031 0.140 -1.345
H -0.261 -1.640 0.502
H 1.515 0.428 -0.159
H 1.264 0.676 -0.911
H -0.774 -0.205 -1.416
H -0.738 0.711 1.062
N 0.088 -0.042 -0.011
C 0.067 0.113 0.139
C -0.097 0.157 0.096
C -0.143 -0.208 -0.045
C 0.034 -0.120 -0.015
H 0.159 0.156 -0.034
H 0.103 -0.104 0.037
H -0.101 0.035 -0.066
H -0.078 0.025 0.025
H 0.139 0.014 -0.039
N 0.045 -0.028 0.042
C 0.016 0.025 -0.051
C -0.022 -0.071 -0.225
C -0.169 0.029 0.165
C -0.008 0.037 0.032
H 0.107 -0.022 0.069
H 0.043 0.022 0.077
H -0.087 -0.001 0.018
H -0.053 -0.022 -0.068
H 0.085 0.001 -0.042
N -0.137 0.029 0.089
C -0.021 0.215 -0.172
C 0.199 0.027 0.036
C -0.091 -0.166 0.049
C -0.010 -0.083 -0.007
H -0.049 0.107 0.017
H -0.112 0.066 -0.043
H 0.019 -0.059 -0.058
H 0.000 -0.076 -0.156
H 0.020 0.096 0.003
N -0.052 -0.087 -0.107
C 0.097 0.074 -0.062
C 0.059 0.190 -0.149
C -0.116 0.008 0.220
C -0.068 -0.066 0.103
H 0.025 -0.150 -0.018
H 0.031 -0.106 0.029
H -0.081 0.085 -0.008
H -0.013 0.087 0.000
H 0.049 -0.052 -0.071
N -0.025 0.105 0.063
C -0.026 -0.001 -0.075
C -0.012 0.011 -0.223
C 0.106 -0.143 0.160
C -0.023 -0.020 -0.008
H -0.035 0.100 0.056
H 0.045 -0.027 0.083
H 0.044 -0.059 0.011
H 0.024 -0.043 -0.079
H -0.058 0.078 -0.021
N 0.119 0.016 0.004
C -0.019 0.008 0.044
C -0.118 0.187 0.072
C -0.053 -0.233 -0.058
C -0.018 -0.090 0.028
H 0.133 0.033 0.002
H 0.079 -0.055 -0.012
H -0.070 -0.040 -0.043
H -0.065 0.032 -0.031
H 0.034 0.080 0.005
N 0.056 -0.087 0.045
C -0.024 -0.002 0.063
C 0.046 0.217 0.028
C -0.166 -0.154 -0.048
C 0.004 0.012 0.041
H 0.231 -0.150 0.195
H 0.014 -0.076 -0.014
H -0.078 -0.005 -0.041
H -0.024 0.083 -0.019
H 0.078 0.008 0.036
N 0.043 -0.072 -0.037
C -0.007 0.047 0.054
C 0.039 0.221 0.024
C -0.182 -0.137 -0.054
C -0.017 -0.011 0.028
H 0.167 -0.041 0.100
H 0.015 -0.085 -0.007
H -0.081 0.002 -0.033
H -0.033 0.082 -0.013
H 0.088 0.013 0.027
N -0.023 -0.008 -0.017
C -0.009 0.091 0.082
C -0.218 -0.016 0.130
C 0.036 -0.199 -0.091
C 0.110 0.000 -0.057
H 0.075 0.129 -0.030
H 0.078 0.029 -0.039
H -0.017 -0.087 -0.022
H -0.077 -0.039 0.035
H -0.016 0.155 -0.050

## Properties
total charge = +1
energy = -4157.54972 Ha
M = 1136.679 g/mol
multiplicity = 1


(2)
ORCA calculation (wB97M-V/def2-TZVPD) on the ion CH4N3O2 with charge -1 at a distorted geometry.

Each line ends with the Mulliken charge.
Atoms and positions in Å:
C (0.317, -0.503, -0.143)  -0.666
N (-2.041, -0.581, -0.042)  -0.524
N (-0.752, 1.601, -0.308)  -0.234
N (-0.927, 0.128, -0.053)  0.707
O (0.404, 2.082, 0.187)  -0.747
O (-3.179, 0.003, 0.189)  -0.581
H (0.557, -0.903, -1.105)  0.233
H (0.862, 0.459, 0.084)  0.346
H (0.510, -1.215, 0.643)  0.234
H (-1.569, 2.119, -0.029)  0.233

Force components x, y, z for each atom (eV/Å):
C 1.195 0.780 0.748
N -0.407 1.264 0.844
N -0.308 -0.597 -1.494
N -3.604 0.372 0.144
O -0.062 0.328 0.543
O 2.682 -0.271 -0.843
H 0.070 -0.234 -0.741
H 1.064 -0.859 -0.283
H -0.234 -0.334 0.218
H -0.397 -0.450 0.865

## Properties
total charge = -1
energy = -355.08535 Ha
M = 90.062 g/mol
multiplicity = 1
energy above the lowest of the compared OMol25 structures with the same formula, charge and spin = 4.5564 eV


(3)
ORCA calculation (wB97M-V/def2-TZVPD) on a cluster of 2 separate species, C3H5NO2 in total at a distorted geometry.

Each line ends with the Mulliken charge.
Atoms and positions in Å:
N (2.228, 1.088, 0.249)  -0.083
C (2.179, 0.094, -0.362)  -0.239
O (-0.231, -0.615, -1.384)  -0.507
C (-0.816, -0.875, -0.135)  -0.353
C (-1.443, 0.374, 0.459)  0.094
O (-1.955, 0.409, 1.552)  -0.490
H (2.449, 1.908, 0.774)  0.292
H (0.726, -0.757, -1.310)  0.358
H (-0.114, -1.277, 0.611)  0.280
H (-1.611, -1.621, -0.257)  0.309
H (-1.412, 1.272, -0.195)  0.340

Force components x, y, z for each atom (eV/Å):
N 0.237 -0.888 -0.504
C 0.268 0.975 0.686
O -0.030 -0.153 -0.122
C -0.185 -0.082 0.211
C -0.236 -0.015 0.358
O 0.269 -0.036 -0.479
H -0.104 0.070 0.033
H -0.220 0.071 -0.102
H -0.058 0.071 -0.197
H 0.016 0.073 0.101
H 0.044 -0.085 0.014

## Properties
energy = -322.47252 Ha
M = 87.078 g/mol
multiplicity = 1
energy above the lowest of the compared OMol25 structures with the same formula, charge and spin = 2.7706 eV